This record from the Open Molecules 2025 dataset describes a cluster of 12 separate species, C34H92O14 in total. The level of theory is wB97M-V/def2-TZVPD.

Computed properties:
HOMO (Ha): -0.3557
Strongest force on any atom (eV Å⁻¹): 3.0
Net charge: 0
Electronic energy (Ha): -2403.82360

Each line ends with the Mulliken charge.
Element x y z (Å)
C: 1.8666 -4.1312 -3.1928  -1.2888
C: 1.1835 -2.8987 -3.8120  0.9085
C: 1.4025 -2.9157 -5.3109  -1.0534
O: -0.1974 -2.8706 -3.4779  -0.1813
H: 2.9525 -3.9305 -3.3267  0.3988
H: 1.5728 -5.0459 -3.6794  0.3893
H: 1.6975 -4.2492 -2.1141  0.0915
H: 1.5475 -2.0017 -3.3352  0.0772
H: 2.4259 -2.6684 -5.5509  0.4496
H: 0.8011 -2.1281 -5.6955  -0.1698
H: 1.1785 -3.8640 -5.7224  0.3692
H: -0.6458 -2.2401 -4.0099  0.1002
C: 0.1649 0.2925 5.5377  -1.4926
C: 1.0019 -0.0363 4.3786  2.3215
C: 2.2719 -0.8281 4.7015  -1.0344
O: 0.1890 -0.6740 3.4227  0.4516
H: -0.7922 0.7749 5.3248  0.3458
H: 0.6741 0.8468 6.3410  0.3795
H: -0.2177 -0.6215 6.0397  0.3356
H: 1.3719 0.8489 3.8587  -1.4738
H: 3.0425 -0.1833 5.1167  0.3716
H: 2.6862 -1.2623 3.7158  0.0302
H: 2.0971 -1.7959 5.3196  0.3071
H: -0.2298 -1.4839 3.7539  -0.1875
C: -3.2808 -2.4165 -2.6741  -1.2623
C: -3.0340 -2.7486 -1.2249  0.8150
C: -3.8479 -3.9587 -0.8009  -1.6918
O: -1.6279 -3.0258 -0.9696  -0.0602
H: -2.8030 -3.2063 -3.2864  0.5347
H: -2.7339 -1.4669 -2.9277  -0.0470
H: -4.3506 -2.3673 -2.8984  0.5562
H: -3.2296 -1.9119 -0.4871  0.2312
H: -4.9878 -3.8179 -0.7492  0.3125
H: -3.5641 -4.0773 0.2315  0.2776
H: -3.5502 -4.6930 -1.5275  0.4030
H: -1.2968 -3.4463 -1.7885  0.1133
C: -5.5910 2.9043 -3.5526  -1.5168
C: -5.2048 1.4920 -3.1760  1.0904
C: -5.3426 1.2635 -1.6976  -1.0166
O: -5.9644 0.4221 -3.8706  -0.5363
H: -6.6325 3.1664 -3.3129  0.3714
H: -5.5141 2.9615 -4.6552  0.4258
H: -4.8372 3.6044 -3.2611  0.4029
H: -4.1482 1.3314 -3.5449  -0.1883
H: -6.4086 1.4206 -1.4976  0.3667
H: -4.7371 1.9363 -1.0977  0.2586
H: -4.9082 0.2935 -1.4564  0.0366
H: -6.4503 0.8596 -4.5937  0.2957
C: -1.2092 0.0130 -0.4401  -0.3316
C: -0.3639 1.1107 0.2236  0.8646
C: -0.6103 2.4428 -0.4754  -1.7291
O: -0.5731 1.3903 1.5647  0.1317
H: -0.8412 0.0028 -1.4596  0.2244
H: -2.2819 0.3893 -0.3841  -0.0228
H: -1.1401 -1.0171 -0.1890  0.0010
H: 0.7039 0.8498 0.0849  -0.1198
H: -0.3262 2.5170 -1.5016  0.4104
H: -0.0483 3.1815 0.0546  0.3414
H: -1.6412 2.7800 -0.3004  0.1874
H: -0.6445 0.6134 2.1349  -0.2386
C: 4.4959 3.7369 4.9682  -1.6394
C: 3.4032 2.7809 4.5129  1.1821
C: 2.0906 3.5497 4.4054  -1.3643
O: 3.6635 2.2600 3.2200  -0.3846
H: 4.2239 4.2350 5.9283  0.3394
H: 4.8036 4.4718 4.1995  0.3558
H: 5.3509 3.1281 5.1914  0.4513
H: 3.2286 1.8916 5.1413  -0.1805
H: 1.8908 3.9150 5.4141  0.3963
H: 1.3074 2.9047 3.9962  0.2957
H: 2.2486 4.4423 3.8270  0.4638
H: 3.0391 1.5169 3.0519  0.1597
C: -3.5289 5.1104 3.3733  -1.4467
C: -2.3649 4.3600 2.7919  1.0012
C: -1.0130 5.1010 2.6308  -0.9465
O: -2.0931 3.1968 3.6208  -0.5938
H: -3.1923 5.8596 4.0531  0.3149
H: -4.1544 4.3733 3.8910  0.3497
H: -4.1615 5.6039 2.6474  0.3794
H: -2.6912 4.1283 1.8004  -0.0684
H: -0.6444 5.3012 3.6131  0.3427
H: -1.1617 5.9640 1.9915  0.4657
H: -0.3454 4.3427 2.1517  -0.0378
H: -1.7374 2.5722 2.9173  0.1829
C: 1.9783 -5.6403 1.3041  -1.4227
C: 1.3625 -4.3936 2.0247  0.2356
C: 1.5225 -3.1009 1.2271  0.1772
O: -0.0893 -4.5827 2.2684  -0.5972
H: 1.3498 -5.9391 0.4418  0.2680
H: 2.0008 -6.4879 1.9700  0.3745
H: 2.9864 -5.4589 0.9183  0.3312
H: 1.7475 -4.2966 3.0125  0.4718
H: 0.9596 -3.3207 0.3555  -0.0714
H: 2.5108 -2.7722 0.9126  0.2731
H: 1.0256 -2.2530 1.7958  -0.4173
H: -0.5052 -4.5510 1.3766  0.2804
C: 4.0617 3.5092 -1.5795  -1.6309
C: 4.0265 2.0536 -1.8578  1.7454
C: 3.0388 1.8628 -3.0199  -1.3095
O: 5.3032 1.5980 -2.3037  -0.6332
H: 4.3961 3.8338 -0.6046  0.3640
H: 3.1383 4.0589 -1.5803  0.3669
H: 4.6943 4.0796 -2.2852  0.3476
H: 3.5749 1.5171 -1.0242  -0.3421
H: 2.9914 0.7578 -3.1190  0.1695
H: 3.3718 2.2796 -4.0024  0.3643
H: 2.0717 2.2864 -2.8295  0.2215
H: 5.7340 1.2001 -1.4951  0.3479
C: -2.8050 0.7382 -6.7227  -1.2781
C: -1.6732 -0.3515 -6.4169  0.2468
C: -0.3385 0.3498 -6.6021  -1.2438
O: -1.6604 -0.7650 -5.0325  -0.2033
H: -3.8082 0.3411 -6.4295  0.3406
H: -2.8109 0.9540 -7.8572  0.4200
H: -2.4910 1.7132 -6.2705  0.2954
H: -1.9076 -1.2526 -7.0801  0.3005
H: -0.4062 1.1159 -5.8021  0.2909
H: -0.3949 0.9327 -7.5413  0.3532
H: 0.5496 -0.2907 -6.5393  0.3114
H: -2.5497 -1.1954 -4.9210  0.0881
C: 5.9399 0.4425 1.0744  -0.8491
C: 4.6992 -0.5357 0.9481  0.5073
O: 4.9947 -1.9584 0.8920  -0.5974
O: 6.9438 0.2803 0.1443  -0.5265
H: 6.3493 0.1607 2.0951  0.5073
H: 5.5791 1.4879 1.0486  0.3157
H: 4.2920 -0.3551 -0.0595  0.0300
H: 4.0292 -0.2023 1.7428  -0.0633
H: 5.4443 -2.1913 1.6923  0.3335
H: 7.2061 -0.6265 0.1782  0.3250
C: -3.0904 -1.9768 2.9349  0.0749
C: -2.6987 -2.7892 4.2266  -0.6131
O: -1.2672 -2.9325 4.2685  -0.4952
O: -3.0147 -2.8783 1.8392  -0.4361
H: -2.3797 -1.1271 2.8500  -0.3797
H: -4.0666 -1.6142 2.8965  0.4928
H: -3.2883 -3.7675 4.2809  0.3187
H: -2.9212 -2.1751 5.1374  0.3739
H: -1.0181 -3.7164 3.7400  0.2905
H: -2.3696 -2.5274 1.2635  0.1993

Forces on atoms 1 to 3 (eV/Å):
C 0.6 1.3 0.5
C 0.0 -0.9 0.6
C 0.5 1.0 1.1